No. 1
This record from the OMol25 dataset describes an isolated molecule of C10H18N4O4 at a distorted geometry. The level of theory is ωB97M-V/def2-TZVPD.

Positions of all 36 atoms, in Å:
C1 -2.687 2.964 2.321
C2 -1.512 2.825 1.341
C3 -1.885 1.854 0.231
O1 -0.851 1.893 -0.759
N1 -0.577 0.661 -1.353
C4 -1.744 -0.038 -1.925
O2 -1.291 -1.036 -2.783
C5 -0.173 -1.711 -2.273
C6 -0.374 -3.258 -2.439
O3 -1.139 -3.746 -1.572
O4 0.249 -3.801 -3.337
N2 -0.010 -1.473 -0.790
C7 0.130 -0.171 -0.552
N3 0.868 0.314 0.419
C8 1.622 -0.520 1.343
C9 3.049 -0.794 0.804
C10 3.431 -2.177 0.384
N4 3.883 0.152 0.717
H1 -3.612 2.717 1.804
H2 -2.579 2.256 3.135
H3 -2.794 3.969 2.708
H4 -1.169 3.771 0.933
H5 -0.673 2.389 1.881
H6 -2.016 0.876 0.696
H7 -2.850 2.146 -0.175
H8 -2.323 0.661 -2.513
H9 -2.347 -0.521 -1.156
H10 0.754 -1.438 -2.783
H11 0.839 -1.977 -0.561
H12 0.932 1.308 0.556
H13 1.718 -0.045 2.309
H14 1.130 -1.479 1.482
H15 2.569 -2.791 0.128
H16 4.074 -2.124 -0.484
H17 3.914 -2.671 1.221
H18 3.448 1.016 1.043

The value obtained for the orbital gap is 7.58 eV. The energy relative to the best compared isomer or geometry (same formula, charge and spin) comes out at 143.79 kcal per mole. The HOMO energy is -7.84 eV. The spin multiplicity is 1.

***

No. 2
This record from the OMol25 dataset describes an isolated ion of composition C10H18NO and charge +1 at a distorted geometry. The level of theory is ωB97M-V/def2-TZVPD.

Positions of all 30 atoms, in Å:
C1 -1.568 0.303 1.801
C2 -0.787 -0.232 0.584
C3 -0.358 -1.740 0.802
C4 -1.669 -0.113 -0.660
C5 -0.806 -0.097 -1.991
C6 0.584 -0.698 -1.838
C7 1.366 0.197 -0.858
C8 2.418 -0.394 0.049
C9 1.547 0.067 1.233
O1 1.624 0.113 2.377
N1 0.467 0.631 0.400
C10 0.210 2.141 0.373
H1 -1.136 -0.101 2.785
H2 -2.725 -0.024 1.712
H3 -1.749 1.403 1.861
H4 -0.631 -2.428 0.072
H5 -0.725 -2.146 1.724
H6 0.674 -1.841 0.904
H7 -2.333 0.803 -0.671
H8 -2.239 -1.041 -0.683
H9 -0.731 1.049 -2.184
H10 -1.210 -0.820 -2.741
H11 0.388 -1.729 -1.608
H12 1.123 -0.653 -2.875
H13 1.733 0.984 -1.517
H14 3.398 0.207 0.209
H15 2.679 -1.438 -0.089
H16 -0.706 2.304 -0.250
H17 0.226 2.611 1.362
H18 0.936 2.684 -0.282

The value obtained for the orbital gap is 11.62 eV. Its net charge is +1. The energy relative to the best compared isomer or geometry (same formula, charge and spin) comes out at 50.73 kcal per mole. The HOMO energy is -14.80 eV. The SMILES is CC1(C)CCC[C@@H]2CC(=O)[N@@+]21C. The spin multiplicity is 1.

***

No. 3
This record from the OMol25 dataset describes a 2-piece molecular cluster, C10H18NO4 overall at a distorted geometry. The level of theory is ωB97M-V/def2-TZVPD.

Positions of all 33 atoms, in Å:
C1 -1.508 -1.759 1.873
C2 -0.186 0.423 2.646
C3 1.452 1.615 0.003
C4 1.695 -0.271 -1.560
C5 0.296 1.864 -2.076
C6 -1.776 0.885 -0.333
C7 -0.915 -1.330 -1.053
C8 -0.366 -0.904 1.704
C9 0.691 0.745 -1.017
C10 -0.576 0.033 -0.422
N1 0.855 -1.601 1.610
O1 -1.282 -3.125 2.231
O2 -1.144 1.129 2.910
O3 -2.703 -1.543 1.761
O4 1.015 0.522 2.936
H1 1.942 1.151 0.785
H2 0.687 2.390 0.492
H3 2.175 2.073 -0.603
H4 1.448 -0.750 -2.646
H5 2.583 0.349 -1.704
H6 2.164 -0.982 -0.893
H7 -0.318 2.668 -1.546
H8 1.143 2.301 -2.538
H9 -0.217 1.366 -3.016
H10 -1.599 1.980 -0.077
H11 -2.652 0.484 0.185
H12 -2.104 0.999 -1.400
H13 -1.218 -1.216 -2.092
H14 -1.935 -1.640 -0.579
H15 -0.075 -1.995 -0.980
H16 -0.269 -3.220 2.569
H17 1.464 -0.956 2.134
H18 1.230 -1.684 0.693

The value obtained for the orbital gap is 7.27 eV. Its net charge is -1. The energy relative to the best compared isomer or geometry (same formula, charge and spin) comes out at 38.95 kcal per mole. The HOMO energy is -4.27 eV. The spin multiplicity is 1.

***

No. 4
This record from the OMol25 dataset describes a 2-piece molecular cluster, C10H18Si2 overall at a distorted geometry. The level of theory is ωB97M-V/def2-TZVPD.

Positions of all 30 atoms, in Å:
C1 1.581 -3.027 2.956
C2 1.752 -1.820 3.663
C3 0.965 -2.850 1.746
C4 1.153 -0.594 3.255
C5 0.288 -1.650 1.356
C6 0.401 -0.482 2.062
C7 -0.250 3.295 -1.713
C8 -0.137 -1.390 -2.645
C9 -1.640 2.549 -2.039
C10 -0.091 0.041 -2.168
Si1 -0.667 1.074 1.686
Si2 -1.690 0.831 -1.343
H1 1.920 -4.003 3.391
H2 2.237 -1.752 4.664
H3 0.890 -3.670 1.111
H4 1.366 0.226 3.910
H5 -0.242 -1.776 0.398
H6 0.390 2.899 -2.567
H7 -0.272 4.301 -1.980
H8 0.006 3.128 -0.702
H9 -0.700 -1.619 -3.572
H10 0.836 -1.712 -3.128
H11 -0.389 -2.107 -1.776
H12 -1.902 2.658 -3.084
H13 -2.417 3.288 -1.615
H14 0.210 0.720 -2.961
H15 0.731 0.117 -1.426
H16 0.285 2.344 1.760
H17 -1.783 0.999 2.632
H18 -2.833 -0.017 -1.874

The value obtained for the orbital gap is 8.11 eV. The energy relative to the best compared isomer or geometry (same formula, charge and spin) comes out at 67.19 kcal per mole. The HOMO energy is -8.17 eV. The spin multiplicity is 1.

***

No. 5
This record from the OMol25 dataset describes C10H19BClF3O9PS2Yb as an isolated structure at a distorted geometry. The level of theory is ωB97M-V/def2-TZVPD.

Positions of all 47 atoms, in Å:
C1 3.922 2.467 -0.108
C2 2.562 1.814 0.405
C3 2.922 0.500 1.195
O1 2.202 -0.658 0.781
C4 2.444 -1.003 -0.596
C5 1.096 -1.121 -1.333
O2 0.319 0.061 -1.493
B1 -0.935 -0.369 -2.087
Cl1 -0.941 -0.439 -3.963
C6 -2.342 0.314 -1.592
C7 -2.150 1.711 -0.889
C8 -3.280 1.740 0.217
S1 -3.332 3.288 1.166
O3 -3.932 2.986 2.565
O4 -4.236 4.211 0.541
O5 -1.825 3.876 1.279
O6 -1.055 -1.802 -1.643
C9 -0.021 -2.088 -0.710
P1 -0.810 -1.485 0.900
O7 -1.978 -2.316 1.357
S2 0.390 -3.892 -0.795
O8 -0.628 -4.523 -1.620
O9 1.687 -4.096 -1.441
C10 0.475 -4.716 0.875
F1 1.079 -3.975 1.829
F2 1.213 -5.836 0.720
F3 -0.768 -5.085 1.222
H1 4.591 1.622 -0.399
H2 3.744 3.066 -1.026
H3 4.388 3.048 0.717
H4 1.985 2.543 1.030
H5 1.958 1.633 -0.511
H6 4.030 0.339 1.238
H7 2.622 0.681 2.261
H8 3.177 -0.347 -1.114
H9 2.889 -2.032 -0.604
H10 1.286 -1.498 -2.375
H11 -2.811 -0.345 -0.815
H12 -3.021 0.403 -2.472
H13 -2.328 2.571 -1.582
H14 -1.132 1.823 -0.449
H15 -4.252 1.653 -0.325
H16 -3.143 0.869 0.899
H17 -1.259 3.093 1.473
H18 -1.098 -0.090 0.802
H19 0.218 -1.589 1.888
Yb1 -3.921 2.995 4.582

The value obtained for the orbital gap is 2.68 eV. Its net charge is +1. The HOMO energy is -10.49 eV. The spin multiplicity is 1.

***

No. 6
This record from the OMol25 dataset describes an isolated ion of composition C10H19N2O2 and charge +1 at a distorted geometry. The level of theory is ωB97M-V/def2-TZVPD.

Positions of all 33 atoms, in Å:
C1 0.280 -2.574 1.285
C2 -2.474 -1.344 -0.168
C3 0.198 -1.264 1.255
C4 -1.224 -0.687 -0.637
C5 -3.576 0.844 -0.113
C6 2.143 -1.477 -1.594
C7 1.743 2.772 0.207
C8 2.244 -0.291 -0.544
C9 0.891 0.402 -0.465
C10 0.904 1.572 0.617
N1 -2.806 -0.110 0.542
N2 -0.137 -0.555 0.025
O1 -3.556 0.899 -1.291
O2 -0.536 1.885 0.749
H1 0.621 -3.243 2.072
H2 -0.229 -3.090 0.421
H3 -3.257 -1.498 -0.936
H4 -2.481 -2.199 0.493
H5 0.375 -0.467 1.949
H6 -1.502 -0.153 -1.616
H7 -3.890 1.640 0.575
H8 2.098 -2.424 -1.078
H9 1.228 -1.283 -2.206
H10 3.006 -1.526 -2.277
H11 1.425 3.625 0.913
H12 2.834 2.674 0.350
H13 1.398 3.257 -0.747
H14 2.795 -0.781 0.260
H15 2.752 0.549 -0.894
H16 0.515 0.816 -1.386
H17 1.182 1.341 1.651
H18 -2.455 -0.050 1.490
H19 -0.509 2.740 1.096

Its expectation value of S² is 2.01. The value obtained for the orbital gap (spin up / spin down) is 6.79 / 6.21 eV. Its net charge is +1. The energy relative to the best compared isomer or geometry (same formula, charge and spin) comes out at 0.00 kcal per mole. The HOMO energy (spin up / spin down) is -9.44 / -13.83 eV. The spin multiplicity is 3.